# 1
Here is a structure of composition C22H24BN7Sn at a distorted geometry from OMol25. Energies are from the ωB97M-V functional and the def2-TZVPD basis.

Results
- charge = +2
- 2S+1 = 1
- energy relative to the best compared isomer or geometry (same formula, charge and spin) (kcal per mole) = 8.8
- frontier orbital gap (alpha / beta) (eV) = 5.77 / 5.42
- molecular weight (g mol⁻¹) = 516.01

Positions of all 55 atoms, in Å:
C -0.34611 -3.60441 0.09977
N 0.53640 -2.60533 -0.11618
N 1.72921 -3.14135 -0.52081
C 1.62665 -4.47895 -0.48622
C 0.32478 -4.80203 -0.11624
B 2.98560 -2.27169 -0.83561
N 2.59083 -1.11966 -1.84229
N 1.48369 -0.34441 -1.62343
C 1.48704 0.69802 -2.47866
C 2.61115 0.56489 -3.28573
C 3.28962 -0.57456 -2.85360
Sn 0.33441 -0.50840 0.22985
N 3.26706 -1.50600 0.50006
N 2.32107 -0.65886 1.01377
C 2.86365 0.02241 2.04040
C 4.14388 -0.47528 2.24640
C 4.37159 -1.41913 1.25252
H 2.33022 0.80784 2.55006
H 5.23661 -2.02251 1.02470
H 4.81627 -0.17759 3.02543
H 3.91092 -2.91537 -1.24111
H 4.20843 -1.03811 -3.18102
H 2.48096 -5.09070 -0.72977
H 2.89203 1.21915 -4.08575
H -0.09273 -5.78540 -0.01796
H 0.71840 1.46351 -2.44431
H -1.37416 -3.41657 0.38825
H 0.84513 3.03662 0.79512
C 0.01866 3.62872 0.37945
H 0.40622 4.26058 -0.42835
H -0.75514 2.95955 -0.01673
H -0.40952 4.25509 1.17098
C -4.66683 -2.31748 2.27343
C -4.28278 -1.53508 1.17490
C -2.99273 -1.01187 1.10157
C -2.12599 -1.14317 2.21354
C -2.47554 -2.02804 3.26133
C -3.74670 -2.59208 3.29779
N -0.94458 -0.40166 2.31163
C -0.86002 0.62087 3.25840
C -1.80849 1.67723 3.31414
C -1.68646 2.68854 4.26490
C -0.63829 2.66190 5.19576
C 0.31907 1.63921 5.13692
C 0.20591 0.62558 4.18846
H -5.67986 -2.72417 2.32484
H -4.99161 -1.31800 0.37250
H -2.66334 -0.42591 0.23842
H -1.73257 -2.21273 4.04012
H -4.02534 -3.23373 4.13500
H -2.63770 1.67152 2.60349
H -2.41899 3.49865 4.29238
H -0.56078 3.43928 5.95981
H 1.15678 1.62275 5.83610
H 0.89982 -0.21765 4.15480



# 2
Here is a structure of composition C22H24CaN2O2 at a distorted geometry from OMol25. Energies are from the ωB97M-V functional and the def2-TZVPD basis.

Results
- charge = -2
- 2S+1 = 1
- energy relative to the best compared isomer or geometry (same formula, charge and spin) (kcal per mole) = 19.8
- frontier orbital gap (alpha / beta) (eV) = 5.15 / 4.69
- molecular weight (g mol⁻¹) = 388.52

Positions of all 51 atoms, in Å:
C 2.87728 2.80254 -2.59257
C 2.12284 2.09821 -3.60777
C 2.20918 0.68818 -3.33229
C 3.00864 0.50574 -2.14427
C 3.43651 1.80707 -1.70306
Ca 0.61522 2.26191 -0.63693
N 2.31777 3.94183 0.42096
C -1.53565 3.15759 -1.14639
C -1.57783 3.25464 -2.54699
H 1.77145 -0.11449 -3.91917
H 1.64145 2.58982 -4.44801
H 3.23504 -0.43673 -1.65738
H 4.04800 2.03241 -0.83590
H 3.10665 3.86550 -2.59750
H -0.69827 3.57145 -3.17709
H -1.10362 2.30923 -0.26613
H 1.95507 4.89423 0.78064
H -2.18224 2.51437 -3.23643
H -1.54933 4.00878 -0.42113
C -1.23440 -2.52347 -2.18750
C -1.74268 -1.54029 -1.16810
C -2.34397 -0.35616 -1.60307
C -2.86774 0.55783 -0.68624
C -2.73944 0.31529 0.67149
C -2.01590 -0.80193 1.10516
N -1.73998 -0.89818 2.46399
C -0.53871 -1.22272 3.07266
C -0.52694 -1.84500 4.32316
C 0.65025 -2.39257 4.81244
C 1.83756 -2.29092 4.07487
C 1.87030 -1.57604 2.87823
C 0.68707 -1.00996 2.41902
C 0.68380 -0.04407 1.26889
O 1.19895 -0.33932 0.15244
O 0.10350 1.08381 1.46922
C -1.59259 -1.79631 0.19909
C -0.97812 -3.07762 0.66681
H -0.13652 -2.59885 -2.15856
H -1.64351 -3.53094 -2.02260
H -1.52375 -2.20720 -3.19707
H -2.41421 -0.18058 -2.68071
H -3.33915 1.47575 -1.04130
H -3.12222 1.00615 1.43064
H -2.48541 -0.66610 3.10936
H -1.47073 -1.91794 4.85462
H 0.63436 -2.91214 5.77094
H 2.74804 -2.75172 4.43945
H 2.78453 -1.43855 2.29118
H 0.11569 -3.05937 0.54966
H -1.20475 -3.29180 1.71523
H -1.35151 -3.92138 0.07403



# 3
Here is a structure of composition C22H24Cl2NOPV from OMol25. Energies are from the ωB97M-V functional and the def2-TZVPD basis.

Results
- charge = +2
- 2S+1 = 2
- energy relative to the best compared isomer or geometry (same formula, charge and spin) (kcal per mole) = 0.0
- frontier orbital gap (alpha / beta) (eV) = 8.26 / 7.89
- molecular weight (g mol⁻¹) = 471.26

Positions of all 52 atoms, in Å:
V -0.41832 -1.98726 0.63742
N 1.53086 -2.39116 -0.31982
C 2.48713 -1.27785 -0.40324
C 3.80933 -1.53272 -0.73371
C 4.69707 -0.47710 -0.86766
C 4.26390 0.83223 -0.69176
C 2.94432 1.08233 -0.36018
C 2.04890 0.02523 -0.19269
P 0.32290 0.28349 0.26113
C -0.37494 1.38278 -0.98960
C -0.42365 0.90235 -2.30018
C -0.91724 1.70300 -3.31502
C -1.37687 2.98307 -3.02481
C -1.32968 3.46301 -1.72507
C -0.82504 2.66806 -0.70370
C 0.25220 1.11371 1.86824
C -1.01777 1.36033 2.40219
C -1.14859 1.89723 3.67373
C -0.01381 2.17495 4.42831
C 1.24652 1.92085 3.90700
C 1.38369 1.39075 2.63026
H 2.02222 -3.18766 0.08466
H 1.31483 -2.68501 -1.27259
H 4.14578 -2.54974 -0.89848
H 5.72853 -0.67641 -1.12417
H 4.95607 1.65364 -0.81510
H 2.60132 2.10181 -0.22820
H -0.04962 -0.09100 -2.52994
H -0.93571 1.33859 -4.33370
H -1.76245 3.60978 -3.81756
H -1.67605 4.46326 -1.50322
H -0.77528 3.05801 0.30451
H -1.90755 1.15761 1.81362
H -2.13218 2.11094 4.07140
H -0.11401 2.59731 5.41910
H 2.12926 2.14220 4.49164
H 2.37301 1.19530 2.23746
Cl 0.50121 -2.26816 2.93179
C -1.13443 -2.05165 3.62086
Cl -2.29536 -2.12302 2.25561
H -1.18755 -1.06106 4.06076
H -1.34773 -2.85795 4.31344
C -2.43587 -3.46702 -2.86710
C -2.31953 -2.33405 -1.91116
C -3.28646 -1.20610 -1.99695
O -1.43660 -2.33670 -1.04503
H -2.43159 -3.09290 -3.89224
H -3.40533 -3.95178 -2.72347
H -1.64170 -4.19457 -2.72577
H -4.28882 -1.58443 -1.77677
H -3.32189 -0.82038 -3.01692
H -3.02740 -0.40614 -1.30732



# 4
Here is a structure of composition C22H24Cl3NO3P2Sc at a distorted geometry from OMol25. Energies are from the ωB97M-V functional and the def2-TZVPD basis.

Results
- charge = +1
- 2S+1 = 1
- energy relative to the best compared isomer or geometry (same formula, charge and spin) (kcal per mole) = 52.2
- frontier orbital gap (alpha / beta) (eV) = 5.71 / 6.74
- molecular weight (g mol⁻¹) = 563.70

Positions of all 56 atoms, in Å:
C 1.50425 -4.55138 1.40407
C 0.78352 -3.71856 0.55034
C -0.39583 -3.09597 1.04088
C -0.94665 -3.48534 2.29048
C -0.18780 -4.35735 3.10704
C 1.04342 -4.83633 2.68789
C -2.21987 -2.98432 2.61628
C -3.07845 -2.51098 1.60865
C -2.48984 -2.21340 0.35047
C -3.30436 -1.90259 -0.76977
C -4.65816 -1.69382 -0.55997
C -5.21968 -1.78770 0.71393
C -4.45233 -2.23261 1.77684
H 2.46676 -4.96214 1.08233
H -0.60790 -4.67226 4.06609
H 1.63807 -5.47953 3.34393
H -2.63775 -3.17778 3.60365
H -5.28653 -1.42343 -1.41036
H -6.27865 -1.57043 0.84262
H -4.88667 -2.38335 2.76261
N -1.10254 -2.13029 0.32745
Sc -0.27339 -0.18165 -0.02784
C 1.25053 -3.45532 -0.86025
H 0.46697 -3.66918 -1.60492
H 2.14273 -4.06309 -1.05296
C -2.73050 -1.75855 -2.16951
H -2.11735 -2.63593 -2.42841
H -3.53391 -1.60639 -2.91027
P 1.71303 -1.67656 -0.99812
P -1.64004 -0.30009 -2.22765
C -2.85109 1.05443 -2.12069
H -2.30319 2.00770 -2.10894
H -3.54992 1.02168 -2.96879
H -3.42574 0.98823 -1.18784
C -1.00626 -0.09568 -3.90620
H -1.81285 0.16355 -4.60555
H -0.24959 0.69947 -3.89270
H -0.51124 -1.01882 -4.22585
C 3.11506 -1.58788 0.17969
H 3.98500 -2.15068 -0.19602
H 3.39144 -0.53225 0.32152
H 2.83459 -1.98901 1.16190
C 2.57514 -1.63218 -2.59007
H 2.92684 -0.61000 -2.77506
H 3.42341 -2.33228 -2.60377
H 1.87896 -1.87766 -3.40152
C -1.33917 -0.69800 2.85698
O -1.40093 0.13875 2.00366
H -1.92288 -1.23671 3.72037
Cl 1.34512 4.20382 -1.39564
C 1.98400 2.56948 -1.32282
Cl 1.87942 1.82098 -2.95428
Cl 3.58153 2.45428 -0.60719
C 1.02658 1.75743 -0.41807
O 1.46377 0.93129 0.46522
O -0.24170 1.81732 -0.67758